[1]
{
  "formula": "C3H9N3",
  "method": "ωB97M-V/def2-TZVPD",
  "species": ["H", "N", "N", "C", "C", "N", "C", "H", "H", "H", "H", "H", "H", "H", "H"],
  "positions_angstrom": [[-1.17675, 2.68940, 0.17225], [-0.56653, 1.86565, -0.09909], [-0.33116, 0.76460, 0.77832], [-0.61896, 0.79561, 2.17569], [0.36350, -0.26770, 0.15737], [0.50139, -0.24340, -1.15172], [1.07030, -1.20655, -1.97710], [0.11717, 0.34236, 2.85004], [-1.43670, 0.13193, 2.50810], [-0.77656, 1.81478, 2.59652], [0.66180, -1.18440, 0.65098], [0.00746, 0.63586, -1.59259], [1.84766, -1.68027, -1.42313], [1.67937, -0.62541, -2.73275], [0.29687, -1.75743, -2.68509]],
  "forces_ev_per_a": [[0.5509, -1.0889, 1.1633], [0.9370, -5.0476, 2.8252], [-1.3951, 6.9769, -3.3810], [-0.6827, 0.2250, 2.6889], [0.4628, -1.2155, -3.5823], [-3.2784, 3.3510, 2.3661], [0.9593, -0.1235, -3.4646], [0.9635, 0.0167, -0.8078], [-0.5034, 0.2503, -0.8909], [-0.0967, -0.5949, -0.8873], [0.1260, 0.2881, 0.7549], [1.2098, -1.8100, 0.6427], [0.0078, -1.5338, 0.2690], [-0.6311, -0.3749, 0.4222], [1.3702, 0.6811, 1.8816]],
  "mulliken_charge": [0.359, -0.417, 0.460, -0.632, 0.060, -0.040, -0.731, 0.358, 0.384, 0.323, 0.433, 0.366, 0.376, 0.355, 0.348],
  "total_charge": 2,
  "e_above_lowest_kj_mol": 528.1,
  "e_tot_ev": -7703.8126,
  "e_homo_ev": [-21.4, -21.3],
  "smiles": "[H]/N=[N+](C)/C=[NH+]/C",
  "lumo_energy_ev": [-13.52, -12.87],
  "orbital_gap_ev": [7.9, 8.4]
}

[2]
{
  "formula": "C2H9NS2",
  "method": "ωB97M-V/def2-TZVPD",
  "species": ["C", "N", "C", "H", "H", "H", "H", "H", "H", "H", "S", "S", "H", "H"],
  "positions_angstrom": [[1.85076, -0.41734, 0.31470], [1.15333, -0.26346, 1.60682], [2.02060, -0.28109, 2.93706], [1.17546, 0.04784, -0.40829], [2.76938, 0.17406, 0.14146], [2.05450, -1.41370, -0.09840], [0.55145, -1.15798, 1.61898], [1.61268, 0.53571, 3.54898], [3.04331, 0.05122, 2.69174], [2.22030, -1.28266, 3.26224], [-4.14014, 1.90740, -4.42807], [-4.66689, -0.01902, -4.43940], [-3.77771, 1.94987, -3.09999], [-5.86704, 0.16913, -3.64782]],
  "forces_ev_per_a": [[0.0207, 1.0547, -0.9642], [0.4829, -2.4742, 1.4360], [-0.0078, 1.2370, -3.3779], [-0.1120, -0.1624, -0.1848], [-0.2348, -0.1923, 0.8795], [0.0089, -0.1956, 0.6466], [0.9839, 2.0537, 0.4485], [-0.0872, -1.1072, 0.4283], [-0.3524, 0.1965, -0.2980], [-0.7041, -0.4096, 0.9846], [0.5860, 1.1414, 0.9082], [-2.1907, -0.7508, 1.2644], [0.0163, 0.1843, -0.8610], [1.5901, -0.5754, -1.3102]],
  "mulliken_charge": [-0.786, -0.434, -0.672, 0.282, 0.310, 0.261, 0.235, 0.276, 0.254, 0.275, -0.169, -0.182, 0.174, 0.177],
  "e_above_lowest_kj_mol": 179.1,
  "e_tot_ev": -25378.8577,
  "e_homo_ev": -9.0,
  "smiles": "CNC.SS",
  "lumo_energy_ev": 0.56,
  "orbital_gap_ev": 9.5
}

[3]
{
  "formula": "C17H29N3NiO2",
  "method": "ωB97M-V/def2-TZVPD",
  "species": ["C", "C", "C", "C", "C", "C", "N", "C", "C", "C", "C", "C", "C", "N", "O", "C", "C", "N", "C", "C", "C", "O", "H", "H", "H", "H", "H", "H", "H", "H", "H", "H", "H", "H", "H", "H", "H", "H", "H", "H", "H", "H", "H", "H", "H", "H", "H", "H", "H", "H", "H", "Ni"],
  "positions_angstrom": [[4.97556, 1.26049, 0.17348], [3.95589, 0.42807, 1.14786], [2.41091, 0.93409, 0.91778], [1.72258, 0.29508, -0.38589], [0.29276, -0.45748, -0.09587], [0.62902, -1.48455, 1.12211], [0.92965, -2.28395, 1.98970], [-0.06341, -1.24716, -1.45340], [0.16576, -2.85263, -1.39125], [0.18934, -3.33833, -2.96341], [-1.09393, -3.65471, -0.73309], [-0.84489, 0.54426, 0.45749], [-0.91498, 0.62047, 2.08860], [-0.77780, 0.43778, 3.27831], [-2.17795, 0.31829, -0.01908], [-2.81710, -0.84842, 0.57559], [-4.03925, -0.44288, 1.58962], [-0.49428, 1.96884, 0.03789], [-0.88127, 2.23592, -1.38835], [-1.12208, 2.94998, 0.94468], [-2.68953, 3.25736, 1.08561], [-0.32492, 3.67189, 1.67512], [4.98405, 0.78318, -0.86837], [6.02131, 1.22391, 0.67745], [4.66109, 2.38492, 0.09756], [4.05767, -0.70535, 1.03179], [4.24027, 0.77712, 2.22013], [2.51593, 2.08700, 0.70685], [1.81749, 0.85128, 1.89178], [1.65275, 1.01997, -1.28028], [2.42430, -0.56150, -0.74498], [-1.11951, -1.08579, -1.86268], [0.65711, -0.87155, -2.28760], [1.18071, -3.16845, -0.96696], [1.27754, -3.63180, -3.23317], [-0.50746, -4.22273, -3.16217], [-0.05470, -2.43537, -3.65185], [-2.03424, -3.23580, -1.26337], [-0.97694, -4.76473, -1.03073], [-1.19483, -3.49260, 0.39824], [-2.10833, -1.61548, 1.04323], [-3.34687, -1.40447, -0.29882], [-4.35793, 0.65093, 1.38466], [-3.62478, -0.51765, 2.67326], [-4.90694, -1.18503, 1.52883], [-0.94122, 1.30894, -2.05452], [-0.03406, 2.89721, -1.83611], [-1.84275, 2.87827, -1.50350], [-3.33999, 2.58039, 0.41956], [-2.85584, 4.36544, 0.84621], [-2.99382, 3.04917, 2.18980], [3.71990, 3.72815, 0.28230]],
  "forces_ev_per_a": [[0.1291, -2.2068, 0.8975], [-0.4132, 2.1656, 0.4349], [1.1238, 0.0313, -0.3840], [0.3048, -0.8953, 0.3324], [1.5176, -0.8678, 0.9879], [0.9800, -2.8240, 2.3376], [-1.6874, 4.7161, -4.9588], [0.5315, -0.9146, -0.5945], [-1.0420, -0.7628, -1.4374], [1.0006, 0.7519, 0.0522], [0.5090, 0.7125, -0.6055], [-1.5096, 0.8820, 1.5707], [1.5335, -1.7732, 3.3651], [-0.9388, 1.3407, -6.1115], [2.0003, -0.4212, 1.1660], [-2.8793, -1.8267, -0.2728], [1.5609, 0.1235, 0.7356], [-1.0311, 0.3418, 0.8736], [0.4251, 2.0304, -1.8327], [0.4172, 0.8493, 0.9513], [-0.0554, -0.0150, 0.5091], [-2.4902, -2.6634, -2.6248], [0.1534, 1.1606, 1.3935], [-1.7486, 0.2984, -1.2507], [0.7606, -1.4282, -0.1099], [-0.0865, 1.7138, 0.1264], [-0.5280, -1.0443, -1.7276], [-0.3263, -1.0448, 0.3816], [0.7085, -0.0550, -1.5031], [-0.1502, -1.0761, 1.5570], [-1.2887, 1.3828, 0.5834], [1.3428, -0.0651, 0.9557], [-1.1846, -0.3965, 1.5706], [-1.5743, 0.7366, -0.1721], [-1.8824, 0.3099, 0.3615], [1.0184, 1.4147, 0.2501], [0.1089, -1.7075, 1.0162], [1.3969, -0.8212, 0.8848], [-0.2747, 1.8210, 0.8722], [0.2110, -0.5327, -1.6833], [-0.7165, 1.4594, -0.5927], [1.2224, 1.0439, 1.3137], [0.2743, -1.9781, 0.2702], [-0.8589, 0.3524, -1.7797], [1.2622, 1.2256, -0.2112], [-0.0675, 1.1128, 1.4615], [-1.4409, -1.1341, 0.7234], [1.4249, -1.4185, 0.2770], [1.5206, 0.9587, 0.8120], [0.2703, -1.5243, 0.4144], [0.7444, 0.4801, -1.7664], [-0.2779, -0.0189, 0.1796]],
  "mulliken_charge": [-0.627, -0.492, 0.409, -1.269, 2.448, -0.647, -0.571, -1.402, 0.463, -1.080, -1.218, 0.304, -0.407, -0.450, -0.379, -0.060, -0.983, 0.155, -0.745, 0.548, -0.941, -0.142, 0.367, 0.409, 0.091, 0.379, 0.305, -0.770, 0.318, 0.410, 0.644, 0.556, 0.413, 0.337, 0.289, 0.359, 0.284, 0.231, 0.439, 0.253, 0.156, 0.334, 0.136, 0.286, 0.392, 0.233, 0.292, 0.394, 0.238, 0.437, 0.395, 0.482],
  "total_charge": 2,
  "e_above_lowest_kj_mol": 0.0,
  "e_tot_ev": -67679.3975,
  "e_homo_ev": [-15.9, -15.9],
  "multiplicity": 3,
  "lumo_energy_ev": [-8.58, -11.73],
  "orbital_gap_ev": [7.3, 4.2]
}

Short version: strongest force on any atom = 7.9 3.6 7.0 eV Å⁻¹, in the order given.